Below is an isolated ion of composition C9H11N4O and charge +1 at a distorted geometry, with properties calculated with wB97M-V/def2-TZVPD.

Computed properties:
HOMO energy = -10.891 eV
multiplicity = 1
structure (SMILES) = [H]/N=[NH+]/CNc1c(O)[nH]c2ccccc12
E_LUMO = -0.2031 hartree
total charge = +1
Kohn-Sham gap = 5.36 eV
relative energy (zero: lowest compared OMol25 entry of this formula, charge and spin) = 306.9 kJ/mol
molecular weight = 191.2 g mol⁻¹
largest force on an atom = 3.8 eV/Å

The geometry in XYZ format:
```
25
Properties=species:S:1:pos:R:3:forces:R:3
H -2.7847 2.9327 1.1972 0.2 -0.1 1.4
N -2.9181 1.9810 0.8748 -0.4 -2.8 -0.3
N -2.7555 0.9600 1.5693 2.0 2.5 1.3
C -2.4326 -0.3702 0.8870 1.1 -0.4 1.3
N -1.1198 -0.6825 1.1817 1.6 2.7 -1.4
C -0.0519 0.0462 0.4950 -0.4 1.6 -0.2
C 0.3177 1.4391 0.4289 -2.0 -2.8 1.7
O -0.3959 2.4511 1.0504 1.5 1.9 -1.3
N 1.4775 1.5418 -0.2377 0.3 0.0 -1.0
C 1.8023 0.2890 -0.7889 -0.5 0.7 0.7
C 2.8238 -0.0617 -1.6276 1.1 -0.3 0.4
C 3.0061 -1.3658 -1.9755 -1.8 -0.2 1.7
C 2.0751 -2.3028 -1.4299 2.6 -0.3 -2.2
C 1.0308 -1.9755 -0.6517 -1.3 -1.8 -1.0
C 0.8812 -0.6439 -0.3350 -0.8 1.0 1.0
H -2.2269 0.9298 2.5551 -1.5 0.7 -1.8
H -2.6336 -0.1906 -0.1013 -0.2 0.6 -2.6
H -3.0885 -1.0975 1.2155 -1.5 -1.4 1.1
H -0.7404 -1.3537 1.8143 -0.7 -0.6 0.5
H -0.1344 3.3771 0.6898 -0.4 -2.3 0.8
H 2.0259 2.3732 -0.3855 -0.2 0.0 0.0
H 3.6965 0.5059 -1.7540 0.6 1.6 -0.6
H 3.9023 -1.5598 -2.4962 0.6 -0.9 -0.6
H 2.2344 -3.3215 -1.7170 -0.2 -0.5 -0.1
H 0.2948 -2.8215 -0.6576 0.3 1.3 1.2
```
Forces are in eV/Å.

These are the natural (NBO) partial charges, in e, on atoms 1 to 2:
1. H 0.39
2. N -0.13

***

Below is one molecule with the formula C5H6O at a distorted geometry, with properties calculated with wB97M-V/def2-TZVPD.

Computed properties:
HOMO energy = -9.769 eV
multiplicity = 1
structure (SMILES) = C#C[C@H](O)C=C
E_LUMO = 0.0315 hartree
Kohn-Sham gap = 10.63 eV
relative energy (zero: lowest compared OMol25 entry of this formula, charge and spin) = 421.0 kJ/mol
molecular weight = 82.1 g mol⁻¹
largest force on an atom = 4.7 eV/Å

The geometry in XYZ format:
```
12
Properties=species:S:1:pos:R:3:forces:R:3
C -1.3736 2.0862 -1.1768 0.4 -0.4 0.1
C -0.5255 1.3437 -0.7476 -0.1 0.2 -0.3
C 0.5162 0.6121 -0.0034 -1.1 -0.4 1.6
O 1.5184 -0.1143 -0.6538 0.8 -1.0 2.2
C -0.0462 -0.5801 0.8972 -1.2 0.4 -0.4
C -0.0757 -1.7851 0.3019 -0.1 0.3 0.3
H -2.1089 2.7623 -1.5635 0.2 -0.3 0.1
H 1.0095 1.3588 0.6317 -0.4 0.1 0.2
H 1.5048 -0.6875 0.3112 2.1 0.8 -4.2
H -0.3441 -0.4402 1.9310 -0.1 0.2 -0.1
H 0.2852 -1.8493 -0.7280 -0.4 -0.2 0.4
H -0.3601 -2.7065 0.8001 -0.1 0.2 0.1
```
Forces are in eV/Å.

These are the natural (NBO) partial charges, in e, on atoms 1 to 2:
1. C -0.20
2. C -0.04

***

Below is C27H24GeMnSTe as an isolated structure, with properties calculated with wB97M-V/def2-TZVPD.

Computed properties:
HOMO energy (alpha / beta) = -10.821 / -10.611 eV
multiplicity = 5
E_LUMO (alpha / beta) = -0.1429 / -0.1456 hartree
total charge = +1
Kohn-Sham gap (alpha / beta) = 6.93 / 6.65 eV
relative energy (zero: lowest compared OMol25 entry of this formula, charge and spin) = 20.4 kJ/mol
molecular weight = 635.7 g mol⁻¹
largest force on an atom = 0.9 eV/Å

The geometry in XYZ format:
```
55
Properties=species:S:1:pos:R:3:forces:R:3
Mn 0.9498 -0.8927 -1.4704 -0.4 0.5 0.6
C 0.0611 -3.1473 -1.6606 0.1 -0.2 -0.1
C 0.0274 -2.5831 -2.9387 0.0 -0.2 -0.2
C 1.2147 -2.1565 -3.5526 0.0 -0.2 -0.2
C 2.4311 -2.2787 -2.8784 0.1 -0.2 -0.1
C 2.4622 -2.7969 -1.5771 0.0 -0.4 -0.2
C 1.2797 -3.2390 -0.9713 0.0 -0.3 -0.1
H -0.8453 -3.5402 -1.2216 0.0 0.1 0.1
H -0.9096 -2.5327 -3.4795 0.0 0.1 0.1
H 1.1971 -1.7679 -4.5635 0.0 0.0 0.1
H 3.3506 -1.9909 -3.3713 -0.1 0.1 0.1
H 3.4091 -2.9154 -1.0667 0.0 0.1 0.0
H 1.3102 -3.7013 0.0076 0.0 0.1 0.0
Te 1.7953 1.2498 -2.6158 -0.1 0.1 -0.1
C 2.3546 2.6497 -1.1784 0.1 0.2 0.0
C 1.6700 3.7024 -0.6370 0.2 0.1 0.0
C 2.4827 4.4987 0.2164 0.0 -0.1 0.0
C 3.7651 4.0448 0.2920 -0.1 0.0 0.0
S 3.9933 2.6549 -0.6701 0.2 0.1 -0.1
H 0.6306 3.9059 -0.8234 0.0 0.1 -0.1
H 2.1266 5.3713 0.7393 0.0 0.1 0.0
H 4.5788 4.4619 0.8572 0.1 0.0 0.1
C 2.2705 0.8453 1.6926 0.1 0.0 0.1
Ge 0.7519 0.5369 0.5345 -0.1 0.3 0.0
C -0.5252 1.9876 0.6762 -0.2 0.0 0.1
C -0.7874 2.4391 1.9679 0.0 0.0 0.0
C -1.7392 3.4225 2.1999 0.0 0.0 0.0
C -2.4451 3.9648 1.1391 0.0 0.0 0.0
C -2.1979 3.5196 -0.1514 0.0 0.0 0.0
C -1.2474 2.5382 -0.3774 -0.1 -0.1 -0.2
C -0.1870 -1.0943 1.1215 0.1 -0.2 0.2
C 0.3846 -1.8474 2.1203 0.0 -0.1 0.0
C -0.2571 -2.9890 2.6532 0.1 0.1 -0.1
C -1.4574 -3.3885 2.1445 0.0 0.1 -0.1
C -2.0737 -2.6623 1.0914 -0.1 -0.3 0.2
C -3.2912 -3.1042 0.5167 0.0 0.1 0.0
C -3.8721 -2.4127 -0.5078 0.0 0.0 0.0
C -3.2620 -1.2370 -0.9968 0.0 -0.1 0.0
C -2.0879 -0.7931 -0.4565 0.1 0.3 -0.3
C -1.4506 -1.4986 0.5953 0.1 0.2 -0.1
H 1.9068 0.9554 2.7137 0.0 0.0 0.1
H 2.7589 1.7682 1.3892 0.0 0.0 0.1
H 2.9983 0.0383 1.6679 0.0 0.0 0.0
H -0.2542 2.0311 2.8166 0.1 -0.1 0.0
H -1.9275 3.7599 3.2086 0.0 0.0 0.1
H -3.1865 4.7299 1.3167 0.0 0.0 0.0
H -2.7453 3.9395 -0.9834 0.0 0.0 0.0
H -1.0623 2.2137 -1.4003 0.0 0.0 0.1
H 1.3493 -1.5682 2.5241 0.0 0.0 0.0
H 0.2087 -3.5393 3.4596 0.0 0.0 0.0
H -1.9577 -4.2637 2.5360 0.0 -0.1 0.0
H -3.7512 -4.0023 0.9030 -0.1 -0.1 0.0
H -4.8033 -2.7548 -0.9368 0.0 0.0 0.0
H -3.7395 -0.6738 -1.7860 0.0 0.0 -0.1
H -1.6554 0.1423 -0.8280 -0.2 -0.4 0.2
```
Forces are in eV/Å.

These are the natural (NBO) partial charges, in e, on atoms 1 to 2:
1. Mn 0.77
2. C -0.17

***

Below is C16H12BF5N7ReS as an isolated structure, with properties calculated with wB97M-V/def2-TZVPD.

Computed properties:
HOMO energy (alpha / beta) = -12.141 / -12.107 eV
multiplicity = 2
E_LUMO (alpha / beta) = -0.1970 / -0.1941 hartree
total charge = +1
Kohn-Sham gap (alpha / beta) = 6.78 / 6.83 eV
relative energy (zero: lowest compared OMol25 entry of this formula, charge and spin) = 0.0 kJ/mol
molecular weight = 626.4 g mol⁻¹
largest force on an atom = 0.4 eV/Å

The geometry in XYZ format:
```
43
Properties=species:S:1:pos:R:3:forces:R:3
Re 0.7863 0.2982 -0.4093 -0.1 0.3 -0.1
B 2.2782 1.1291 1.6398 -0.1 -0.4 0.1
N 1.0431 0.5579 2.3939 0.0 0.0 -0.1
C 0.5898 0.4710 3.6453 0.1 -0.1 -0.1
C -0.6244 -0.2065 3.6261 -0.1 0.0 0.0
C -0.8630 -0.4983 2.2902 0.1 0.0 0.1
N 0.1563 -0.0405 1.5554 0.0 0.2 0.1
N 3.1146 -0.0512 1.0750 0.2 0.0 -0.1
C 4.3231 -0.5831 1.2515 -0.2 0.0 0.1
C 4.4805 -1.6345 0.3517 0.0 -0.1 -0.1
C 3.3039 -1.6749 -0.3779 0.1 -0.1 0.1
N 2.4857 -0.7081 0.0615 0.0 0.1 0.2
H 1.7753 1.7080 0.5951 0.0 0.0 0.0
H 2.9079 1.9215 2.2572 0.0 0.1 0.0
H 1.1509 0.8754 4.4720 0.0 0.0 0.0
H -1.2350 -0.4628 4.4741 0.0 0.0 0.0
H -1.6829 -1.0200 1.8233 0.0 0.0 0.0
H 4.9922 -0.2055 2.0075 0.0 0.0 0.0
H 5.3348 -2.2809 0.2543 0.0 0.0 0.0
H 2.9981 -2.3277 -1.1793 0.0 0.0 0.0
N -0.7197 -1.9993 -2.0025 0.1 0.1 0.1
C -0.1507 -1.1743 -1.4200 0.0 -0.2 -0.2
F -2.0062 0.2698 -6.7695 0.0 0.0 0.0
C -1.2201 0.5491 -5.7453 0.0 0.0 0.0
C -1.4148 1.7186 -5.0273 -0.1 0.1 0.0
F -2.3976 2.5511 -5.3571 0.0 0.0 0.0
C -0.5876 2.0063 -3.9605 0.0 0.0 0.1
F -0.7768 3.1413 -3.2786 -0.1 0.0 0.0
C 0.4163 1.1325 -3.5757 0.1 -0.1 0.0
S 1.4444 1.4928 -2.1824 -0.1 0.2 -0.1
C 0.6099 -0.0253 -4.3182 -0.1 0.1 0.0
F 1.5897 -0.8580 -3.9899 0.1 -0.1 0.0
C -0.2003 -0.3235 -5.3969 0.0 0.0 0.0
F -0.0099 -1.4317 -6.0957 0.0 0.0 0.0
N -2.6234 2.8666 -0.2473 0.0 0.0 0.0
C -3.2054 1.9159 -1.0506 0.0 0.0 0.0
C -2.2748 0.9429 -1.2134 0.0 0.0 -0.1
N -1.1356 1.3006 -0.5171 0.1 0.0 0.1
C -1.3859 2.4647 0.0598 0.0 0.0 -0.1
H -3.0471 3.7288 0.0539 0.0 0.0 0.0
H -4.2080 2.0106 -1.4282 0.0 0.0 0.0
H -2.3372 0.0164 -1.7578 0.0 0.0 0.0
H -0.6998 3.0261 0.6720 0.0 0.0 0.0
```
Forces are in eV/Å.

These are the natural (NBO) partial charges, in e, on atoms 1 to 2:
1. Re 0.94
2. B 0.27

***

Below is a 8-piece molecular cluster, C23H48FO21P overall at a distorted geometry, with properties calculated with wB97M-V/def2-TZVPD.

Computed properties:
HOMO energy = -8.181 eV
multiplicity = 1
structure (SMILES) = COC(=O)OC.COC(=O)OC.COC(=O)OC.COC(=O)OC.COC(=O)OC.COC(=O)OC.COC(=O)OC.FCCP
E_LUMO = 0.0174 hartree
Kohn-Sham gap = 8.65 eV
relative energy (zero: lowest compared OMol25 entry of this formula, charge and spin) = 29.2 kJ/mol
molecular weight = 710.6 g mol⁻¹
largest force on an atom = 2.6 eV/Å

The geometry in XYZ format:
```
94
Properties=species:S:1:pos:R:3:forces:R:3
C 3.7698 -0.9541 3.6259 0.0 0.1 0.4
O 4.0736 -1.5303 2.3579 0.0 0.0 -0.1
C 3.1681 -1.2597 1.4127 0.2 -0.2 -0.2
O 2.1722 -0.6029 1.5591 -0.1 0.1 0.1
O 3.5636 -1.8443 0.2815 0.0 0.0 0.2
C 2.6828 -1.6365 -0.8267 -0.2 0.0 -0.5
H 4.5622 -1.2345 4.3170 0.1 -0.1 -0.2
H 3.7398 0.1337 3.5577 -0.2 -0.1 0.0
H 2.8242 -1.3408 4.0073 0.0 0.1 -0.1
H 2.6077 -0.5750 -1.0656 -0.1 0.0 0.1
H 1.6979 -2.0551 -0.6194 0.0 0.1 0.1
H 3.1049 -2.1550 -1.6850 0.1 -0.1 0.2
C -5.5629 4.3763 3.1655 -0.3 0.3 0.0
O -4.3668 3.6358 3.4174 0.1 0.1 -0.1
C -3.6293 3.3963 2.3275 0.2 -0.2 0.2
O -3.8920 3.7438 1.2078 0.0 0.1 0.0
O -2.5514 2.7033 2.7015 -0.1 0.1 0.1
C -1.6658 2.3742 1.6279 0.3 -0.2 -0.3
H -6.0785 4.5095 4.1147 0.2 -0.1 0.1
H -5.3295 5.3602 2.7582 0.0 -0.1 -0.1
H -6.2199 3.8271 2.4903 0.1 0.1 -0.1
H -1.2757 3.2778 1.1583 -0.1 0.0 -0.1
H -2.1695 1.7463 0.8926 0.0 0.2 0.0
H -0.8329 1.8152 2.0505 -0.1 0.1 0.2
C 2.1244 -6.7273 -2.1101 0.1 -0.1 0.4
O 1.7467 -6.7192 -3.4864 0.0 0.0 -0.1
C 1.5754 -5.4976 -3.9971 0.0 -0.3 -0.2
O 1.7111 -4.4608 -3.4073 0.0 0.2 0.1
O 1.2273 -5.6316 -5.2792 0.0 0.0 0.1
C 1.0093 -4.3938 -5.9595 -0.1 0.3 -0.3
H 2.2338 -7.7668 -1.8078 -0.1 0.0 -0.2
H 3.0797 -6.2209 -1.9697 -0.1 0.1 0.0
H 1.3512 -6.2652 -1.4959 0.1 0.1 -0.1
H 1.9205 -3.7954 -5.9723 -0.1 0.0 0.1
H 0.1920 -3.8396 -5.4977 0.1 0.0 0.1
H 0.7340 -4.6287 -6.9861 0.1 -0.2 0.1
C -9.5284 2.1620 8.7012 -0.3 -0.1 0.3
O -8.5754 2.7821 7.8398 0.0 0.0 0.0
C -7.9470 1.9329 7.0221 0.1 0.3 0.0
O -8.1220 0.7467 6.9675 0.0 -0.1 0.0
O -7.0903 2.6355 6.2767 -0.1 0.1 0.0
C -6.3425 1.8489 5.3477 0.3 -0.1 -0.3
H -9.9717 2.9441 9.3144 0.2 0.1 -0.1
H -10.3181 1.6838 8.1212 0.1 -0.1 0.0
H -9.0422 1.4388 9.3563 0.0 -0.1 -0.1
H -7.0080 1.3597 4.6353 0.0 -0.1 0.2
H -5.7302 1.1136 5.8702 -0.2 -0.1 0.0
H -5.6825 2.5168 4.7993 -0.1 0.0 0.3
C -1.8983 6.5049 1.2618 -0.4 -0.2 0.0
O -0.9555 7.5649 1.4152 0.1 0.0 0.0
C 0.2933 7.2312 1.0835 -0.1 0.3 0.1
O 0.6551 6.1565 0.6868 0.1 -0.1 0.0
O 1.0705 8.3010 1.2700 -0.1 0.0 0.0
C 2.4439 8.0845 0.9518 0.4 0.1 0.0
H -2.8745 6.8837 1.5576 0.2 0.2 0.0
H -1.9529 6.1850 0.2213 0.1 -0.1 0.1
H -1.6416 5.6655 1.9092 0.1 0.0 -0.1
H 2.5593 7.8256 -0.1011 0.0 -0.1 0.1
H 2.8687 7.3065 1.5867 -0.1 -0.1 -0.1
H 2.9736 9.0160 1.1412 -0.2 0.0 0.1
C 6.0484 0.6064 -0.5772 0.1 -0.4 0.2
O 6.0872 2.0115 -0.8207 0.0 0.1 0.0
C 5.1954 2.4287 -1.7221 0.2 0.2 0.2
O 4.4070 1.7364 -2.3071 -0.1 -0.1 -0.1
O 5.3319 3.7497 -1.8581 0.0 -0.1 0.0
C 4.4313 4.3337 -2.7980 -0.2 0.3 -0.2
H 6.8085 0.3790 0.1676 0.0 0.3 0.0
H 5.0766 0.3116 -0.1821 0.0 0.0 -0.2
H 6.2774 0.0509 -1.4871 -0.2 0.0 0.0
H 3.3975 4.1824 -2.4862 0.1 -0.1 -0.1
H 4.5954 3.9236 -3.7948 -0.1 -0.1 0.1
H 4.6341 5.4026 -2.8236 0.2 -0.1 0.2
C 2.5302 -6.5188 -12.1198 -0.1 0.1 -0.4
O 2.7402 -7.3576 -10.9853 0.0 0.0 0.1
C 2.8785 -6.6933 -9.8350 0.0 -0.4 0.0
O 2.8394 -5.5000 -9.7000 0.0 0.2 0.0
O 3.0665 -7.5867 -8.8623 0.0 0.0 -0.1
C 3.2312 -7.0084 -7.5677 0.1 0.1 0.4
H 2.4327 -7.1651 -12.9898 0.0 -0.2 0.2
H 1.6112 -5.9429 -12.0084 0.1 0.1 0.1
H 3.3823 -5.8558 -12.2717 -0.1 0.1 0.1
H 2.3423 -6.4519 -7.2794 0.1 0.0 -0.1
H 4.1124 -6.3660 -7.5426 -0.1 0.1 -0.1
H 3.3750 -7.8212 -6.8587 -0.1 -0.1 -0.2
F -1.1141 -3.2172 5.3448 0.5 0.4 -0.2
C -0.6570 -2.0668 4.7059 0.2 1.0 -0.9
C -1.8248 -1.3556 3.9155 1.1 -0.1 1.2
P -3.5617 -1.9029 4.3399 -1.0 1.1 -2.1
H 0.1423 -2.3060 3.9617 -0.6 -0.3 0.7
H -0.1785 -1.3653 5.4338 -0.7 -0.8 -0.2
H -1.7641 -0.2654 4.1705 -0.3 -0.8 -0.3
H -1.5887 -1.4325 2.8291 -0.7 -0.1 0.7
H -3.7012 -3.3146 4.3268 0.6 0.4 0.8
H -4.0269 -1.3224 5.5492 0.9 -0.8 0.2
```
Forces are in eV/Å.

These are the Mulliken partial charges, in e, on atoms 1 to 2:
1. C -0.49
2. O -0.33

***

Below is one molecule with the formula C3H5BS2 at a distorted geometry, with properties calculated with wB97M-V/def2-TZVPD.

Computed properties:
HOMO energy = -8.785 eV
multiplicity = 1
structure (SMILES) = CB1SC=CS1
E_LUMO = 0.0195 hartree
Kohn-Sham gap = 9.32 eV
relative energy (zero: lowest compared OMol25 entry of this formula, charge and spin) = 44.5 kJ/mol
molecular weight = 116.0 g mol⁻¹
largest force on an atom = 4.4 eV/Å

The geometry in XYZ format:
```
11
Properties=species:S:1:pos:R:3:forces:R:3
C -1.8098 -0.2639 0.1350 1.4 0.8 -1.0
B -0.1133 0.0304 -0.1620 -3.7 0.7 0.7
S 0.8630 1.5442 -0.2557 -0.5 -0.5 0.2
C 2.4049 0.7692 0.0869 -2.7 -2.3 0.4
C 2.2755 -0.5987 0.2901 4.0 1.6 -1.0
S 0.8440 -1.4133 0.0188 -0.7 -0.9 0.2
H -2.4931 0.5277 0.5143 0.9 -0.2 -0.4
H -1.8255 -1.0563 0.8627 0.1 -0.3 0.5
H -2.2926 -0.7209 -0.7383 0.1 0.3 -0.1
H 3.1268 1.5142 0.2665 1.5 -0.1 0.1
H 3.1475 -1.2946 0.3284 -0.5 1.0 0.4
```
Forces are in eV/Å.

These are the natural (NBO) partial charges, in e, on atoms 1 to 2:
1. C -0.89
2. B 0.08